80
Properties=species:S:1:pos:R:3:mulliken_charge:R:1 method="wB97M-V/def2-TZVPD" homo_energy_ev=-3.404 total_charge=-2
O -17.1184 12.5172 18.7365 -0.665
V -17.9369 13.1633 19.9136 1.111
O -19.3362 12.3756 19.9386 -0.669
P -17.1484 14.6453 21.7067 1.104
O -16.7738 15.6099 22.8255 -0.940
O -17.3835 13.1078 21.9148 -0.684
O -16.4104 14.7255 20.3681 -0.965
O -18.4586 15.0108 21.0302 -0.299
C -20.8621 5.4845 20.0340 -0.710
O -21.3730 6.8023 19.9009 -0.313
C -20.6847 7.6579 20.9465 -0.854
C -20.6450 9.1516 20.6149 -0.030
O -22.0129 9.5598 20.6602 -0.376
C -22.2438 10.9414 20.4716 -0.430
H -19.7760 5.4722 19.9430 0.285
H -21.2922 4.8054 19.2979 0.252
H -21.1874 5.1512 21.0195 0.292
H -19.7204 7.2668 21.2711 0.498
H -21.2941 7.4997 21.8363 0.314
H -20.2248 9.3224 19.6237 0.257
H -20.0022 9.6804 21.3187 0.259
H -23.3169 11.0311 20.3030 0.330
H -21.6636 11.5843 19.8097 0.219
H -22.0073 11.4209 21.4214 0.015
C -20.3965 13.3964 23.3895 -0.456
C -20.7277 14.6571 23.7019 0.748
C -21.4885 15.0506 24.9912 0.298
O -21.5872 16.2651 25.3036 -0.622
C -21.7525 13.8892 25.8241 -0.895
C -21.4759 12.6145 25.5007 0.484
C -20.7858 12.2059 24.1789 0.328
O -20.4368 11.0565 23.8740 -0.647
O -21.7563 11.5416 26.3423 -0.579
O -20.1949 15.6951 22.9711 -0.519
H -19.7370 13.2864 22.5413 0.718
H -22.2345 14.0343 26.7796 0.380
H -21.5092 10.6768 26.0064 0.334
H -19.4979 15.4447 22.3602 0.409
C -13.8040 13.2936 13.2666 -0.874
C -13.3130 12.2097 13.9348 0.642
C -13.9028 11.4922 15.0885 0.254
O -13.4919 10.5264 15.7421 -0.584
C -15.1802 12.0874 15.3716 -0.663
C -15.7698 13.0680 14.6261 0.245
C -15.1590 13.8116 13.5480 1.025
O -15.4822 14.8844 12.9976 -0.657
O -16.9090 13.6449 14.8967 -0.401
O -12.1276 11.8175 13.4996 -0.544
H -13.2584 13.7476 12.4526 0.385
H -15.8860 11.7502 16.1163 0.535
H -17.1239 14.4215 14.3748 0.334
H -11.7928 11.2517 14.1990 0.320
C -13.7134 12.4081 19.7440 -0.568
C -13.1057 13.5839 20.1181 0.871
C -11.6576 13.8583 20.0071 -0.005
O -11.0760 14.7538 20.5237 -0.561
C -11.0375 12.8359 19.2391 -0.597
C -11.6064 11.7471 18.7184 0.440
C -13.0205 11.3847 19.0210 0.772
O -13.4662 10.4078 18.5058 -0.620
O -10.9929 10.8748 17.8170 -0.662
O -13.8206 14.6402 20.6405 -0.412
H -14.7813 12.2491 19.7714 0.241
H -9.9870 12.8841 18.9933 0.373
H -11.5675 10.1796 17.4881 0.358
H -14.7732 14.5486 20.7168 0.410
C -20.8586 17.6480 18.1675 -0.432
C -20.1423 16.6509 18.5666 0.329
C -19.4724 15.5458 17.6846 0.078
O -18.7943 14.5390 18.1148 -0.218
C -19.6773 15.8694 16.2643 -1.079
C -20.4475 16.9545 15.7987 0.314
C -21.0790 17.9118 16.7384 0.886
O -21.8410 18.8704 16.4373 -0.691
O -20.6791 17.2014 14.4843 -0.548
O -19.9043 16.5652 19.8924 -0.523
H -21.2775 18.3504 18.8728 0.502
H -19.2308 15.2169 15.5286 0.466
H -20.9877 18.1037 14.3742 0.323
H -19.3774 15.8233 20.1982 0.555

40
Properties=species:S:1:pos:R:3:mulliken_charge:R:1 method="wB97M-V/def2-TZVPD" homo_energy_ev=-13.450 total_charge=+1 smiles="CC[C@H](Br)[C@@H]1NC(N(C[C@H](O)C(F)(F)F)[C@H](C)F)=[NH+]CO1"
C 2.7671 -1.5082 2.5639 -1.657
C 2.0547 -1.2810 1.2380 0.093
C 1.5677 -2.5313 0.5101 0.273
Br 2.9262 -3.9541 0.5635 -0.056
C 1.2454 -2.3313 -0.9804 -0.863
N 0.9042 -0.9405 -1.3545 -0.096
C -0.3349 -0.4965 -1.0849 0.822
N -0.6364 0.7840 -1.1444 0.355
C -1.9509 1.3144 -0.8067 -1.267
C -1.8678 2.3339 0.3292 -0.017
O -1.2160 1.8182 1.4542 -0.504
C -3.2924 2.8583 0.6772 0.747
F -4.2352 2.3343 -0.1571 -0.272
F -3.3301 4.2113 0.5393 -0.266
F -3.6366 2.5341 1.9460 -0.256
C 0.3705 1.7571 -1.6070 -0.401
C 1.2954 2.2667 -0.5100 -1.153
F -0.3092 2.7681 -2.2133 -0.374
N -1.3316 -1.3936 -0.7905 -0.283
C -1.0049 -2.8423 -0.8052 -0.550
O 0.1990 -3.1326 -1.4454 -0.462
H 3.7702 -1.8858 2.4356 0.431
H 2.1819 -2.1557 3.2057 0.371
H 2.8527 -0.5472 3.0622 0.446
H 1.1659 -0.6867 1.4646 0.050
H 2.6856 -0.6576 0.6074 0.194
H 0.7388 -2.9505 1.0610 0.266
H 2.1192 -2.6058 -1.5532 0.746
H 1.6507 -0.2929 -1.1461 0.303
H -2.3840 1.8000 -1.6735 0.254
H -2.6438 0.5437 -0.4997 0.536
H -1.3048 3.2065 0.0270 0.383
H -1.5992 0.9751 1.7039 0.381
H 0.9617 1.2669 -2.3767 0.655
H 1.0452 3.2898 -0.2545 0.443
H 1.1621 1.6893 0.3973 0.340
H 2.3289 2.2350 -0.8289 0.292
H -2.0973 -1.2258 -1.4313 0.359
H -1.7907 -3.3586 -1.3391 0.443
H -1.0277 -3.2086 0.2162 0.296

Number 1: largest force on an atom 6.824 eV Å⁻¹. Number 2: largest force on an atom 1.208 eV Å⁻¹.